w.
This record from the Open Molecules 2025 dataset describes a structure of composition C13H17N2. The level of theory is ωB97M-V/def2-TZVPD.

Summary:
E_HOMO (spin up / spin down): -11.46 / -11.47 eV
Total charge: +1
Gap between HOMO and LUMO (spin up / spin down): 0.230 / 0.243 Ha

```
32
C13H17N2 (ωB97M-V/def2-TZVPD)
C -1.17 -2.17 -1.89
C -0.90 -2.48 -3.19
C 0.65 -0.68 -3.25
C 0.53 -0.46 -1.91
C -0.54 -1.15 -1.27
C -0.05 -1.69 -3.97
C 1.10 0.56 -1.19
C 0.15 0.19 0.48
C -1.87 -1.09 0.79
C 0.22 0.13 3.01
C -0.70 2.30 1.73
C 1.82 1.55 1.67
C 0.28 0.98 1.71
N -0.77 -0.67 0.13
N 0.19 -2.00 -5.30
H -1.76 -2.85 -1.36
H -1.30 -3.44 -3.45
H 1.22 -0.01 -3.89
H 1.86 1.37 -1.18
H -1.83 -0.97 1.84
H -2.61 -1.69 0.32
H 0.90 0.61 3.68
H -0.80 -0.14 3.31
H 0.77 -0.93 2.87
H -1.36 2.11 2.49
H -1.27 2.40 0.74
H -0.19 3.20 1.89
H 2.02 2.08 2.54
H 1.79 2.23 0.82
H 2.57 0.79 1.73
H -0.46 -2.58 -5.74
H 0.66 -1.24 -5.76
```

x.
This record from the Open Molecules 2025 dataset describes a cluster of 2 separate species, C13H17N2 in total. The level of theory is ωB97M-V/def2-TZVPD.

Summary:
E_HOMO: -13.24 eV
Total charge: +1
Gap between HOMO and LUMO: 0.336 Ha

```
32
C13H17N2 (ωB97M-V/def2-TZVPD)
C -1.51 -1.44 1.84
C -1.25 -1.15 0.71
C -0.92 -0.81 -0.67
C -1.18 0.66 -0.88
C -0.15 1.57 -1.02
C -0.44 2.91 -1.18
C -1.74 3.32 -1.20
N -2.74 2.43 -1.07
C -4.15 2.87 -1.10
C -2.47 1.12 -0.91
H -1.82 -1.44 2.85
H 0.12 -1.02 -0.88
H -1.55 -1.38 -1.36
H 0.88 1.23 -1.02
H 0.35 3.64 -1.29
H -2.03 4.35 -1.31
H -4.68 2.35 -0.31
H -4.19 3.93 -0.93
H -4.59 2.61 -2.05
H -3.30 0.45 -0.80
C 2.17 -2.91 1.79
C 3.62 -2.84 1.32
C 4.00 -1.47 0.75
C 3.17 -1.13 -0.41
N 2.53 -0.90 -1.33
H 1.47 -2.75 0.97
H 1.95 -3.89 2.21
H 1.97 -2.16 2.56
H 3.79 -3.60 0.56
H 4.28 -3.06 2.15
H 5.04 -1.45 0.44
H 3.86 -0.69 1.51
```

The energy of each structure relative to the most stable one, in eV, is as follows: w 3.864; x 0.000.

w.
This record from the Open Molecules 2025 dataset describes a cluster of 2 separate species, C5H14NO in total. The level of theory is ωB97M-V/def2-TZVPD.

Summary:
2S+1: 2
E_HOMO (spin up / spin down): -6.64 / -8.85 eV
Total charge: 0
<S²>: 0.754
Gap between HOMO and LUMO (spin up / spin down): 0.269 / 0.349 Ha

```
21
C5H14NO (ωB97M-V/def2-TZVPD)
C -0.66 1.07 2.65
C 0.27 -0.11 2.16
C -0.41 -0.83 1.00
C 0.20 -0.49 -0.38
C -0.84 0.70 -2.46
N -0.76 0.31 -1.12
H -0.25 1.44 3.59
H -0.61 1.85 1.88
H -1.67 0.70 2.80
H 1.21 0.38 1.92
H 0.41 -0.62 3.11
H -0.39 -1.91 1.17
H -1.47 -0.64 0.87
H 1.22 -0.11 -0.34
H 0.33 -1.41 -0.95
H -1.81 0.95 -2.86
H 0.06 0.68 -3.06
H -0.90 1.20 -0.63
H 2.69 -0.67 -3.25
H 1.59 -1.70 -3.19
O 1.79 -0.80 -2.92
```

x.
This record from the Open Molecules 2025 dataset describes a cluster of 2 separate species, C5H14NO in total. The level of theory is ωB97M-V/def2-TZVPD.

Summary:
2S+1: 2
E_HOMO (spin up / spin down): -2.79 / -10.28 eV
Total charge: 0
<S²>: 0.751
Gap between HOMO and LUMO (spin up / spin down): 0.131 / 0.404 Ha

```
21
C5H14NO (ωB97M-V/def2-TZVPD)
C 0.73 -2.04 -0.60
C 0.44 -0.62 -0.24
C -0.89 -0.40 0.48
C -2.13 -0.42 -0.66
C -2.48 0.76 -1.14
N 1.53 -0.17 0.83
H 1.43 -2.15 -1.57
H -0.30 -2.28 -0.97
H 1.02 -2.67 0.18
H 0.40 0.13 -1.09
H -1.05 -1.07 1.34
H -0.95 0.77 0.96
H -2.25 -1.34 -1.13
H -2.95 0.94 -2.13
H -2.49 1.71 -0.56
H 1.26 -0.59 1.69
H 2.36 -0.59 0.51
H 1.58 0.92 0.97
H 1.79 3.15 1.79
H 1.52 3.32 0.32
O 1.40 2.66 1.03
```

The energy of each structure relative to the most stable one, in eV, is as follows: w 0.000; x 2.661.

w.
This record from the Open Molecules 2025 dataset describes a cluster of 2 separate species, ClHN2O in total. The level of theory is ωB97M-V/def2-TZVPD.

Summary:
E_HOMO: -11.48 eV
Total charge: 0
Gap between HOMO and LUMO: 0.445 Ha
SMILES string: N#[N+][O-].Cl

```
5
ClHN2O (ωB97M-V/def2-TZVPD)
N 0.64 2.81 -0.12
N 1.72 2.84 -0.33
O -0.48 2.86 0.04
Cl -1.27 0.01 0.39
H 0.03 -0.42 0.43
```

x.
This record from the Open Molecules 2025 dataset describes a cluster of 2 separate species, ClHN2O in total. The level of theory is ωB97M-V/def2-TZVPD.

Summary:
E_HOMO: -11.89 eV
Total charge: 0
Gap between HOMO and LUMO: 0.467 Ha
SMILES string: N#[N+][O-].Cl

```
5
ClHN2O (ωB97M-V/def2-TZVPD)
N -0.02 -1.46 0.77
N 0.90 -1.26 0.16
O 1.90 -1.07 -0.35
Cl -1.73 2.40 -0.44
H -1.05 1.39 -0.14
```

The energy of each structure relative to the most stable one, in eV, is as follows: w 0.196; x 0.000.

w.
This record from the Open Molecules 2025 dataset describes a cluster of 2 separate species, C4H9NOP2 in total. The level of theory is ωB97M-V/def2-TZVPD.

Summary:
E_HOMO: -8.37 eV
Total charge: 0
Gap between HOMO and LUMO: 0.296 Ha
SMILES string: C=P/N=P/C.C=CO

```
17
C4H9NOP2 (ωB97M-V/def2-TZVPD)
C -1.07 1.29 2.15
C 1.36 1.74 -2.25
C 0.51 -2.31 -0.59
C -0.60 -1.68 -0.38
N 0.57 1.04 0.18
O -1.04 -1.51 0.87
P -1.02 1.07 0.23
P 1.53 0.56 -1.07
H -1.66 0.36 2.52
H -0.01 1.42 2.43
H 1.97 1.62 -3.18
H 0.73 2.60 -2.23
H 1.22 -2.59 0.10
H 0.90 -2.30 -1.60
H -1.35 -1.39 -1.10
H -1.57 2.20 2.43
H -0.48 -2.12 1.48
```

x.
This record from the Open Molecules 2025 dataset describes an isolated molecule of C4H9NOP2. The level of theory is ωB97M-V/def2-TZVPD.

Summary:
E_HOMO (spin up / spin down): -7.96 / -7.96 eV
Total charge: 0
Gap between HOMO and LUMO (spin up / spin down): 0.272 / 0.272 Ha
SMILES string: C=PP(=C)=NCCO

```
17
C4H9NOP2 (ωB97M-V/def2-TZVPD)
C -0.64 -2.19 -0.70
C -2.40 1.46 0.64
C 1.32 0.61 -0.94
C 1.61 0.55 0.66
N -0.07 0.65 -1.16
O 0.94 -0.54 1.27
P -0.93 -0.57 -0.70
P -2.95 0.04 -0.06
H -1.58 -2.86 -0.44
H 0.40 -2.54 -0.93
H -2.95 1.85 1.46
H -1.40 1.79 0.64
H 1.85 1.58 -1.18
H 1.73 -0.11 -1.55
H 1.14 1.36 1.19
H 2.64 0.34 0.81
H 1.29 -1.41 1.01
```

The energy of each structure relative to the most stable one, in eV, is as follows: w 0.000; x 0.888.

w.
This record from the Open Molecules 2025 dataset describes the ion C3H9N2 with charge +2. The level of theory is ωB97M-V/def2-TZVPD.

Summary:
2S+1: 2
E_HOMO (spin up / spin down): -19.88 / -23.00 eV
Total charge: +2
<S²>: 0.764
Gap between HOMO and LUMO (spin up / spin down): 0.408 / 0.394 Ha

```
14
C3H9N2 (ωB97M-V/def2-TZVPD)
C -1.06 0.89 0.54
C 0.17 0.22 0.12
C 0.38 -1.15 -0.11
N -0.53 -2.07 -0.02
N 1.22 1.12 -0.37
H -1.78 0.31 1.11
H -0.85 1.86 0.99
H -1.59 1.18 -0.40
H 1.36 -1.52 -0.38
H -1.51 -1.82 0.08
H -0.31 -3.06 -0.13
H 0.81 1.95 -0.83
H 1.83 1.42 0.41
H 1.86 0.65 -1.03
```

x.
This record from the Open Molecules 2025 dataset describes the ion C3H9N2 with charge +2. The level of theory is ωB97M-V/def2-TZVPD.

Summary:
2S+1: 2
E_HOMO (spin up / spin down): -20.85 / -21.89 eV
Total charge: +2
<S²>: 0.764
Gap between HOMO and LUMO (spin up / spin down): 0.429 / 0.337 Ha

```
14
C3H9N2 (ωB97M-V/def2-TZVPD)
C 1.40 -0.77 0.96
C 0.31 0.07 0.45
C -0.43 -0.48 -0.63
N -1.44 0.18 -1.50
N 0.25 1.36 0.76
H 1.87 -1.48 0.26
H 1.14 -1.43 1.80
H 2.27 -0.16 1.23
H -0.49 -1.56 -0.71
H -2.34 -0.11 -1.08
H -1.43 -0.31 -2.40
H -1.41 1.20 -1.52
H 0.95 1.69 1.41
H -0.64 1.80 0.96
```

The energy of each structure relative to the most stable one, in eV, is as follows: w 0.000; x 0.804.

w.
This record from the Open Molecules 2025 dataset describes the ion C4H10NO2 with charge -1. The level of theory is ωB97M-V/def2-TZVPD.

Summary:
E_HOMO: -3.11 eV
Total charge: -1
Gap between HOMO and LUMO: 0.266 Ha
SMILES string: N[C@@H](CO)CC[O-]

```
17
C4H10NO2 (ωB97M-V/def2-TZVPD)
C 1.22 -1.44 0.15
O 2.59 -1.19 0.00
C 0.34 -0.27 -0.33
C -0.91 -0.09 0.51
C -1.87 0.86 -0.24
O -1.19 2.01 -0.58
N 1.11 1.02 -0.24
H 0.86 -1.62 1.18
H 1.01 -2.39 -0.39
H 2.59 -0.24 -0.24
H 0.04 -0.39 -1.38
H -0.67 0.40 1.46
H -1.48 -1.03 0.68
H -2.71 1.11 0.42
H -2.15 0.26 -1.15
H 0.20 1.70 -0.58
H 1.00 1.31 0.73
```

x.
This record from the Open Molecules 2025 dataset describes a cluster of 2 separate species, C4H10NO2 in total. The level of theory is ωB97M-V/def2-TZVPD.

Summary:
E_HOMO: -3.83 eV
Total charge: -1
Gap between HOMO and LUMO: 0.292 Ha

```
17
C4H10NO2 (ωB97M-V/def2-TZVPD)
C 0.03 1.49 -1.51
O 0.34 0.12 -1.37
C -1.00 1.97 -0.49
H -0.30 1.63 -2.55
H 0.98 2.02 -1.38
H -1.13 3.05 -0.63
H -0.64 1.73 0.50
H -1.95 1.48 -0.68
C -0.18 -2.33 0.56
C 0.53 -1.40 1.56
N 1.25 -0.41 0.99
O 0.36 -1.57 2.78
H 0.62 -2.83 0.03
H -0.74 -1.74 -0.17
H -0.82 -3.03 1.09
H 0.74 -0.08 -0.40
H 1.91 -0.10 1.69
```

The energy of each structure relative to the most stable one, in eV, is as follows: w 1.652; x 0.000.

w.
This record from the Open Molecules 2025 dataset describes the ion C4H10NO2 with charge -1. The level of theory is ωB97M-V/def2-TZVPD.

Summary:
E_HOMO: -2.31 eV
Total charge: -1
Gap between HOMO and LUMO: 0.232 Ha
SMILES string: CN[C@H](C[O-])CO

```
17
C4H10NO2 (ωB97M-V/def2-TZVPD)
C 1.21 -0.42 -1.48
N 0.36 0.72 -1.14
C -0.46 0.59 0.06
C -1.43 -0.55 0.01
O -2.41 -0.41 1.03
C 0.59 0.35 1.38
O 1.10 1.49 1.79
H 0.74 -1.39 -1.59
H 1.54 -0.22 -2.51
H 2.16 -0.47 -0.94
H 0.98 1.51 -1.09
H -0.69 1.57 0.46
H -1.96 -0.45 -0.95
H -0.95 -1.53 -0.03
H -1.92 -0.12 1.81
H -0.11 -0.17 2.13
H 1.26 -0.49 1.06
```

x.
This record from the Open Molecules 2025 dataset describes a cluster of 2 separate species, C4H10NO2 in total. The level of theory is ωB97M-V/def2-TZVPD.

Summary:
E_HOMO: -4.06 eV
Total charge: -1
Gap between HOMO and LUMO: 0.295 Ha

```
17
C4H10NO2 (ωB97M-V/def2-TZVPD)
C 0.27 1.08 -0.33
N 0.43 -0.28 -0.72
C -0.71 -1.06 -0.19
C 0.63 -0.52 -2.14
H 0.43 1.25 0.76
H -0.79 1.48 -0.42
H 0.95 1.72 -0.92
H -0.50 -2.13 -0.31
H -0.87 -0.88 0.85
H -1.60 -0.93 -0.87
H 1.00 -1.57 -2.25
H 1.44 0.17 -2.52
H -0.28 -0.44 -2.75
O -0.96 1.19 2.22
C -0.08 0.56 2.94
O 0.75 -0.29 2.55
H -0.12 0.66 4.08
```

The energy of each structure relative to the most stable one, in eV, is as follows: w 1.834; x 0.000.